9 unconnected molecules or ions with the total composition C46H95N9 at a distorted geometry. Source: the Open Molecules 2025 dataset; level of theory: ωB97M-V/def2-TZVPD.

CARTESIAN COORDINATES (ANGSTROEM)
C: 5.488 5.890 -4.460
C: 5.221 5.110 -5.597
C: 4.050 5.619 -6.176
N: 3.719 6.702 -5.397
C: 4.536 6.901 -4.348
H: 6.247 5.641 -3.733
H: 5.864 4.301 -5.910
H: 3.449 5.364 -7.037
H: 3.010 7.395 -5.589
H: 4.372 7.712 -3.653
C: 2.679 1.387 -0.068
C: 1.405 1.094 -0.517
C: 0.682 0.475 0.507
N: 1.539 0.321 1.615
C: 2.794 0.803 1.237
H: 3.380 1.830 -0.760
H: 1.057 1.308 -1.517
H: -0.376 0.293 0.630
H: 1.259 0.017 2.537
H: 3.600 0.719 1.951
C: -0.004 -1.613 6.946
C: 0.707 -0.599 7.588
C: -0.142 0.431 7.947
N: -1.318 0.101 7.339
C: -1.291 -1.148 6.777
H: 0.338 -2.535 6.500
H: 1.748 -0.751 7.830
H: 0.016 1.348 8.495
H: -2.031 0.811 7.425
H: -2.203 -1.551 6.360
C: -3.179 -6.268 -5.396
C: -2.705 -5.003 -4.924
C: -2.307 -5.164 -3.598
N: -2.466 -6.514 -3.291
C: -2.895 -7.207 -4.354
H: -3.552 -6.409 -6.400
H: -2.740 -4.052 -5.434
H: -1.885 -4.569 -2.802
H: -2.174 -6.873 -2.393
H: -2.997 -8.282 -4.376
C: 0.943 11.509 2.009
C: 0.272 10.209 1.728
N: 1.237 9.118 1.655
C: 1.789 8.740 2.961
C: 3.153 8.029 2.717
C: 0.656 7.987 0.904
C: -0.556 7.290 1.619
H: 1.236 11.495 3.059
H: 0.310 12.353 1.732
H: 1.872 11.663 1.461
H: -0.459 10.064 2.524
H: -0.302 10.379 0.818
H: 1.913 9.631 3.577
H: 1.184 8.052 3.552
H: 3.640 7.748 3.651
H: 3.069 7.102 2.151
H: 3.814 8.684 2.150
H: 1.516 7.350 0.695
H: 0.311 8.428 -0.030
H: -1.424 7.831 1.997
H: -0.245 6.654 2.448
H: -1.001 6.577 0.924
C: 5.458 -6.672 -3.652
C: 4.493 -5.578 -4.082
N: 5.166 -4.375 -4.606
C: 4.012 -3.482 -5.003
C: 3.445 -3.925 -6.332
C: 5.891 -3.726 -3.489
C: 6.647 -2.431 -3.864
H: 6.129 -6.325 -2.866
H: 6.097 -6.917 -4.501
H: 4.981 -7.613 -3.379
H: 3.814 -6.000 -4.824
H: 3.901 -5.255 -3.226
H: 3.298 -3.468 -4.180
H: 4.348 -2.458 -5.167
H: 2.770 -3.145 -6.684
H: 4.246 -3.998 -7.068
H: 2.897 -4.865 -6.392
H: 6.669 -4.379 -3.093
H: 5.323 -3.400 -2.618
H: 7.168 -2.561 -4.812
H: 7.321 -2.068 -3.088
H: 6.014 -1.584 -4.128
C: -7.309 4.689 -4.071
C: -5.918 4.223 -4.396
N: -5.666 3.672 -5.741
C: -4.413 2.893 -5.922
C: -3.114 3.683 -5.771
C: -5.948 4.678 -6.778
C: -6.270 4.126 -8.180
H: -7.272 4.936 -3.011
H: -8.064 3.906 -4.144
H: -7.604 5.612 -4.569
H: -5.407 5.185 -4.377
H: -5.591 3.478 -3.671
H: -4.452 2.096 -5.180
H: -4.392 2.378 -6.882
H: -2.259 3.010 -5.840
H: -2.950 4.431 -6.547
H: -3.090 4.183 -4.803
H: -5.026 5.257 -6.841
H: -6.751 5.343 -6.460
H: -6.308 4.988 -8.847
H: -7.232 3.624 -8.285
H: -5.526 3.356 -8.386
C: 8.491 -1.940 5.368
C: 7.720 -2.991 6.223
N: 8.382 -4.310 6.240
C: 8.620 -4.839 4.847
C: 7.346 -5.302 4.105
C: 7.615 -5.217 7.086
C: 8.349 -6.569 7.279
H: 8.444 -2.084 4.288
H: 9.540 -1.879 5.656
H: 7.932 -1.023 5.555
H: 7.691 -2.599 7.240
H: 6.708 -2.796 5.870
H: 9.238 -5.710 5.062
H: 9.245 -4.216 4.208
H: 6.966 -6.129 4.704
H: 7.747 -5.810 3.228
H: 6.737 -4.441 3.829
H: 7.442 -4.644 7.997
H: 6.578 -5.302 6.762
H: 8.363 -7.236 6.417
H: 9.383 -6.395 7.575
H: 7.815 -7.123 8.051
C: -11.983 -5.516 2.272
C: -10.769 -4.547 2.150
N: -9.650 -4.783 3.115
C: -10.062 -5.094 4.506
C: -10.970 -4.055 5.126
C: -8.713 -3.650 3.107
C: -7.776 -3.691 1.847
H: -12.367 -5.522 3.293
H: -11.625 -6.531 2.105
H: -12.715 -5.275 1.501
H: -10.418 -4.576 1.119
H: -11.164 -3.554 2.364
H: -10.675 -5.995 4.467
H: -9.335 -5.389 5.263
H: -10.490 -3.078 5.163
H: -11.855 -3.870 4.517
H: -11.216 -4.307 6.158
H: -8.166 -3.683 4.049
H: -9.225 -2.688 3.112
H: -7.315 -4.665 1.681
H: -6.955 -3.015 2.088
H: -8.255 -3.410 0.909

## Properties
HOMO = -7.954 eV
Frontier orbital gap = 8.37 eV
Strongest force on any atom = 0.0574 hartree/bohr
Total charge = 0
SMILES = c1cc[nH]c1.c1cc[nH]c1.c1cc[nH]c1.c1cc[nH]c1.CCN(CC)CC.CCN(CC)CC.CCN(CC)CC.CCN(CC)CC.CCN(CC)CC
ΔE to the lowest compared entry with this formula, charge and spin = 12.95 kcal per mole